DFT (ωB97M-V/def2-TZVPD) results for a 13-piece molecular cluster, C45H84O30 overall.

```
159
Properties=species:S:1:pos:R:3:forces:R:3
H 2.02259 16.39048 22.16699 0.2 1.0 -0.1
H 1.18880 14.78082 35.57808 -0.2 0.1 -0.2
C -4.02738 22.51624 29.22191 0.1 -1.2 -0.1
O -3.98986 9.77974 21.17183 0.1 -0.2 0.4
H -3.19762 23.12472 28.86228 0.0 -0.2 -0.2
O -3.53809 21.31289 29.88210 -0.3 0.6 0.0
H -0.13820 19.85094 33.42520 0.8 -0.2 0.3
H -1.27088 18.52064 28.93752 0.2 -0.3 0.1
H 3.64290 14.19656 27.57309 0.6 0.1 -0.3
H -0.82613 11.09731 26.50470 0.1 0.5 0.2
H 2.39391 16.47953 28.96942 0.0 0.1 -0.8
H -1.72096 15.10250 24.70962 -0.3 -0.4 -0.2
C -5.47001 17.74659 25.00092 -0.6 -1.4 0.8
O -2.11662 9.58071 26.28315 0.5 -1.0 0.0
C -1.91484 11.40995 23.50741 0.5 -0.2 -0.1
C 5.73075 18.36637 25.18887 -0.4 0.9 -1.1
C -2.27803 11.04909 28.11414 -0.6 0.0 1.2
H 5.53936 18.81098 24.21225 1.2 -0.3 -0.3
O -2.87020 10.50896 22.90030 -0.2 0.5 -0.8
H 3.94945 15.07263 29.84687 -0.3 -0.6 -0.2
H -4.27699 9.49189 25.94630 0.7 -1.0 -0.1
O -2.82393 19.32607 29.98093 0.0 -0.2 1.2
C -5.10528 14.35606 28.58721 -1.1 -0.5 -1.0
O 5.08350 16.11276 24.45131 0.2 1.1 0.4
O 1.05103 12.79326 24.28386 0.7 0.2 2.0
H 4.82563 14.56237 31.26904 0.0 -0.6 -0.2
H -4.38807 18.07141 26.90031 -0.7 -0.1 0.2
C 0.15790 15.53839 22.25231 -0.5 0.2 1.5
O -5.69726 15.22664 27.72203 0.5 0.8 0.6
H 1.72828 14.41392 33.92037 0.2 0.2 0.1
C 0.49131 20.51328 32.83096 0.5 0.9 0.3
H 7.75607 18.35338 28.16183 -0.4 0.5 0.1
C 8.15546 18.33168 29.17579 1.7 -1.5 -1.2
H -4.45380 10.95012 28.04404 0.0 0.2 0.3
H 5.60150 20.01690 26.57597 -0.1 -0.3 0.6
C 3.76331 9.74277 30.52927 1.0 0.3 -0.7
H -5.10264 19.49350 26.09697 0.3 0.2 0.1
O 1.91666 19.85502 29.77804 0.1 -0.5 0.2
H -6.53935 17.76587 25.21121 0.0 0.1 -0.1
O 0.30675 14.79161 20.04893 0.7 0.4 -0.4
H -2.80757 15.47770 25.97794 0.6 0.5 1.1
H 1.57100 13.13603 28.08729 0.0 0.6 0.0
O -4.13995 15.01623 29.24577 -0.5 -0.6 -0.6
H 2.69320 11.88360 28.18267 0.0 -0.7 -0.6
H -6.10204 14.22252 25.98656 -0.1 -0.4 0.1
H -1.31660 10.75153 24.13724 -0.2 0.4 0.3
C -5.04115 18.29511 23.70631 0.5 -0.1 -0.7
O 1.29934 16.70888 32.21419 -2.9 -0.7 2.5
H -2.96717 13.32295 29.98827 -0.2 0.2 -0.9
C -0.42355 15.59308 27.53250 -0.7 -0.1 1.2
H 2.43457 14.94477 20.49283 -0.3 -0.9 0.5
C -3.30566 18.62760 25.20431 -0.6 1.4 1.2
H 4.08719 9.64219 29.49337 -0.2 -0.6 -0.1
C 5.03609 17.05105 25.22228 0.7 -1.7 -1.7
O 1.56701 12.06430 26.38828 -0.6 0.0 -1.7
C 0.52280 21.61040 30.75820 0.3 -1.3 -1.3
C 3.33199 13.48414 26.80896 -0.1 0.4 1.4
O -1.29249 15.43713 28.38966 1.8 0.4 -1.2
H 4.14149 12.92946 26.33447 0.3 -0.2 0.8
H 0.12708 13.44111 21.54839 0.6 0.1 0.6
H -2.97525 19.63480 25.45822 0.7 0.1 -0.6
O 7.25494 18.63748 30.17896 0.9 2.2 0.4
H 4.67810 9.60554 31.10585 -0.3 0.0 0.5
H 0.02660 21.87116 29.82338 -0.1 -0.5 -0.1
H -2.44601 12.19665 24.04319 0.0 -0.2 0.2
C -3.46157 10.10683 26.32716 0.7 -0.5 1.4
H -4.66500 22.13161 28.42591 0.0 0.7 -0.2
C 2.28250 12.59354 27.46474 0.7 0.6 0.9
H 3.70924 18.67395 32.46085 0.2 0.2 -0.5
H 4.57519 17.16104 32.61878 -0.2 -0.2 0.0
C -6.64718 14.78485 26.74466 0.3 -1.0 -0.3
H 1.16438 15.55337 29.68298 -0.6 0.1 0.0
C -1.88780 14.92991 25.77286 0.7 -0.2 -1.8
H 3.16636 15.04094 31.45567 -0.1 0.2 -0.3
H -0.66368 16.15085 22.62380 -0.2 -0.1 -0.1
O 5.21572 12.06842 31.22676 -1.6 0.5 -1.0
H 8.58483 17.33209 29.24339 -0.4 -0.4 0.4
H -2.07432 13.86468 25.90925 0.3 0.0 0.4
H 5.01903 18.05878 27.87034 -0.4 -0.1 0.5
H -3.52170 10.97824 25.67515 0.1 0.7 0.5
O 3.24522 11.05243 30.61701 -0.1 1.7 0.3
H 4.19791 19.80903 25.61241 -0.1 -0.1 -0.1
C -3.11820 20.28124 29.11951 0.9 1.1 -0.1
C -0.36685 21.25087 31.89791 -2.0 1.9 -0.2
C 4.34558 18.20290 27.02547 0.5 0.8 2.0
H 1.90614 14.88117 25.95422 0.5 0.6 -0.3
O 0.84355 16.03309 27.68506 -0.7 -0.7 -1.1
H -3.19821 9.45083 19.21363 0.2 0.0 0.5
H -7.44802 14.17440 27.16192 0.2 -0.1 0.2
H 1.24167 22.42180 30.87201 0.0 0.1 0.8
H 9.05114 18.94660 29.26369 -0.5 0.6 0.1
O -2.66070 11.60391 20.87361 -1.1 -2.1 2.1
O 6.03219 16.71724 30.10771 0.8 3.9 1.0
C -4.13004 9.52414 19.77435 -0.4 0.0 -0.7
C 4.30171 17.94309 31.91046 0.7 -0.9 0.3
C 4.95906 19.24526 26.15177 0.2 0.5 -1.1
H -1.22002 20.60874 31.67910 -0.1 0.3 -0.8
H -3.74720 9.39486 28.40076 0.4 -0.2 -0.3
H -1.24422 11.89905 22.80090 -0.3 -0.3 -0.3
C -1.99891 17.29003 33.38969 -1.5 -0.5 1.5
O -3.63859 18.45029 23.86467 0.9 0.0 -1.3
H 6.75495 18.19207 25.51864 0.2 0.2 -0.6
C -4.62479 18.52670 25.93866 0.2 -0.2 1.5
H 2.95755 9.05513 30.78617 0.2 0.1 0.0
C 3.85064 14.52353 30.78326 0.0 0.2 1.2
O -0.56697 15.35200 26.23583 -1.3 0.0 0.5
C 4.06067 12.14421 30.83799 0.6 -2.2 1.1
H -2.84660 17.71936 28.81615 0.4 -0.6 -0.1
H -4.75096 10.22831 19.22053 0.1 0.6 0.5
H -1.89132 17.46712 30.30259 0.0 0.6 0.1
C 2.59253 14.08601 25.66320 -0.4 -0.5 -0.1
H -4.59394 23.10115 29.94648 0.0 -0.4 0.1
H -2.08071 11.01157 29.18547 0.5 -0.1 0.0
O -2.92062 20.29740 27.92393 -0.5 -0.2 0.8
H -0.37804 9.97089 27.66295 -0.6 -1.3 0.0
C 1.65286 12.97425 25.33271 -1.1 -1.6 -1.9
H 1.87598 16.15197 19.49811 -0.8 0.0 -0.5
O 1.42462 19.82805 31.99211 -0.1 -0.4 -0.6
H 3.77440 17.48346 31.07454 -0.1 0.3 0.1
H -4.00364 14.11989 31.11414 -0.4 0.0 -0.1
H 0.61116 15.04439 23.11174 0.1 0.4 0.2
C 1.33800 20.32274 30.71256 0.6 0.7 -0.2
H -7.10332 15.59991 26.18277 0.4 0.5 0.7
O 5.54607 18.53540 31.49246 0.9 -0.1 -1.5
H -1.32231 14.25548 21.34535 -0.2 0.5 -0.9
C 1.15864 16.37860 21.50249 1.6 -0.1 0.6
H -0.71176 22.21132 32.28087 -0.5 -0.3 0.6
H -5.49787 19.26657 23.51717 -0.2 0.0 -0.5
C 1.31120 16.35425 28.95831 0.3 0.4 1.5
C -1.27279 10.38345 27.19678 -1.0 1.1 -1.9
O 0.22512 15.85369 34.09646 0.5 0.6 -0.3
C 1.53434 15.53771 20.33121 -0.6 -0.5 -0.8
H -4.67788 8.58659 19.67961 0.3 -0.1 0.4
H 3.29351 14.24112 24.84304 -0.6 0.7 -0.2
H 0.98840 21.33097 33.35286 0.6 -0.7 0.9
C 6.28362 17.89048 30.52397 -3.5 -4.5 0.8
C -3.13904 10.71818 21.61204 1.2 1.8 -2.4
O 4.35783 16.96793 26.32863 -2.0 -0.2 1.4
H 2.27990 15.92063 34.75505 -0.2 0.1 -0.3
C 0.30716 16.60772 32.97338 2.6 0.3 -1.3
H 3.35685 18.53530 27.34174 -0.1 -0.7 0.1
H -5.12208 16.71380 24.98118 -0.2 -0.3 0.3
H -1.91601 17.38514 34.47236 0.4 -0.3 0.1
C -0.24840 14.44174 21.33425 -0.1 -1.0 -1.3
O -5.44368 13.19368 28.68219 0.8 1.0 0.3
H -2.41949 12.10285 27.87399 0.1 0.1 -0.1
C 1.46431 15.21113 34.61526 -0.9 0.1 -0.7
H -2.66963 18.11067 33.13515 0.5 0.2 -0.7
O 3.27133 13.19096 30.68681 0.7 0.9 -0.7
H -2.55724 17.93516 25.58965 0.0 -0.3 -0.4
C -3.39478 14.29661 30.22749 0.1 0.1 1.3
H -2.59254 14.96229 30.54590 0.0 0.0 -0.4
C -3.58882 10.31799 27.84321 -1.0 1.5 -1.1
C -2.13273 18.17028 29.50547 -0.8 0.1 -1.5
O -0.78744 17.35622 32.71624 1.4 0.0 -0.8
H -2.53085 16.36484 33.16797 0.1 -0.1 0.0
H 0.88213 17.31246 29.25130 -0.1 -0.2 0.5
H 0.89085 17.36279 21.11810 -0.4 0.0 0.7
H -5.16231 17.52903 22.94046 -0.3 0.6 -0.5
```
Positions in Å, forces in eV/Å.

## Properties
- Relative energy (zero: lowest compared OMol25 entry of this formula, charge and spin): 117.7 kJ/mol
- E_HOMO: -0.3205 Eh
- Total charge: 0
- Calculated total energy: -4022.1139 a.u.
- Orbital gap: 8.9 eV

Atomic partial charges in e from the Mulliken method, atoms 1 to 99: number 1, H, carries 0.06; number 2, H, carries 0.26; number 3, C, carries -0.68; number 4, O, carries -0.35; number 5, H, carries 0.27; number 6, O, carries -0.35; number 7, H, carries 0.12; number 8, H, carries 0.37; number 9, H, carries -0.25; number 10, H, carries -0.34; number 11, H, carries -0.37; number 12, H, carries 0.10; number 13, C, carries -0.12; number 14, O, carries -0.51; number 15, C, carries -0.16; number 16, C, carries -0.46; number 17, C, carries 0.28; number 18, H, carries 0.28; number 19, O, carries -0.27; number 20, H, carries -0.07; number 21, H, carries 0.45; number 22, O, carries -0.40; number 23, C, carries 0.73; number 24, O, carries -0.64; number 25, O, carries -0.60; number 26, H, carries 0.53; number 27, H, carries -0.22; number 28, C, carries 1.15; number 29, O, carries -0.25; number 30, H, carries 0.21; number 31, C, carries -0.33; number 32, H, carries 0.09; number 33, C, carries -0.53; number 34, H, carries 0.23; number 35, H, carries 0.36; number 36, C, carries -0.79; number 37, H, carries 0.29; number 38, O, carries -0.58; number 39, H, carries 0.45; number 40, O, carries -0.52; number 41, H, carries 0.08; number 42, H, carries 0.02; number 43, O, carries -0.13; number 44, H, carries -0.04; number 45, H, carries 0.33; number 46, H, carries 0.17; number 47, C, carries -0.65; number 48, O, carries -0.07; number 49, H, carries 0.03; number 50, C, carries 0.05; number 51, H, carries 0.24; number 52, C, carries 0.17; number 53, H, carries 0.30; number 54, C, carries 0.42; number 55, O, carries -0.28; number 56, C, carries -0.67; number 57, C, carries -0.22; number 58, O, carries -0.18; number 59, H, carries 0.39; number 60, H, carries 0.10; number 61, H, carries 0.32; number 62, O, carries -0.36; number 63, H, carries 0.34; number 64, H, carries 0.29; number 65, H, carries 0.00; number 66, C, carries -0.25; number 67, H, carries 0.31; number 68, C, carries 0.26; number 69, H, carries 0.16; number 70, H, carries 0.31; number 71, C, carries -0.78; number 72, H, carries 0.47; number 73, C, carries -0.20; number 74, H, carries -0.01; number 75, H, carries 0.16; number 76, O, carries -0.60; number 77, H, carries 0.32; number 78, H, carries -0.14; number 79, H, carries -0.64; number 80, H, carries -0.04; number 81, O, carries -0.29; number 82, H, carries 0.34; number 83, C, carries 0.72; number 84, C, carries -0.12; number 85, C, carries 0.71; number 86, H, carries -0.46; number 87, O, carries 0.11; number 88, H, carries 0.31; number 89, H, carries 0.36; number 90, H, carries 0.33; number 91, H, carries 0.31; number 92, O, carries -0.58; number 93, O, carries -0.56; number 94, C, carries -0.68; number 95, C, carries 0.03; number 96, C, carries -0.73; number 97, H, carries -0.14; number 98, H, carries 0.34; number 99, H, carries 0.30